Record 1
Density functional theory data (the ωB97M-V functional and the def2-TZVPD basis) for 2 unconnected molecules or ions with the total composition C4H10O at a distorted geometry.

Results
Total charge: 0
HOMO level (eV): -11.265
E (eV): -6350.6980
LUMO (Ha): -0.12338
Gap between HOMO and LUMO (Ha): 0.29058

The geometry in XYZ format:
```
15
Properties=species:S:1:pos:R:3:lowdin_charge:R:1
C -0.2002 -0.8036 1.4784 -0.107
C 0.8751 -0.6192 0.3672 -0.193
C 0.3962 -0.6306 -1.1038 -0.252
C -0.9340 0.0712 -1.3864 -0.111
O 0.2232 2.0170 0.6444 -0.109
H 0.2877 -0.6668 2.4466 0.077
H -0.7794 0.1127 1.4536 0.036
H -0.7621 -1.7308 1.4122 0.081
H 1.7261 -1.2670 0.5285 0.111
H 1.0135 0.5215 0.5140 0.075
H 0.5405 -1.5999 -1.5813 0.106
H -0.8158 0.8530 -2.1348 0.073
H -1.3205 0.5832 -0.5138 0.040
H -1.6506 -0.6561 -1.7671 0.072
H 1.1673 0.0079 -1.5504 0.102
```

=====

Record 2
Density functional theory data (the ωB97M-V functional and the def2-TZVPD basis) for 16 unconnected molecules or ions with the total composition C64H140F12O32 at a distorted geometry.

Results
Total charge: 0
HOMO level (eV): -9.305
E (eV): -166752.9303
LUMO (Ha): 0.01499
Gap between HOMO and LUMO (Ha): 0.35696

The geometry in XYZ format:
```
248
Properties=species:S:1:pos:R:3:lowdin_charge:R:1
C 5.9373 2.0262 0.1764 -0.066
O 5.6801 3.3810 -0.1820 -0.191
C 4.8947 4.1109 0.6743 -0.233
C 5.5162 4.4572 2.0392 -0.219
O 6.5869 5.3579 1.8694 -0.185
C 7.1977 5.7310 3.1147 -0.108
H 5.0399 1.4792 0.5325 0.081
H 6.6005 1.9933 1.0432 0.084
H 6.3806 1.5717 -0.7020 0.074
H 3.8700 3.6068 0.8862 0.131
H 4.6661 5.0306 0.1261 0.129
H 5.8938 3.5626 2.5358 0.108
H 4.7061 4.9634 2.6265 0.135
H 6.5647 6.4442 3.7148 0.096
H 8.0810 6.3318 2.9133 0.075
H 7.5442 4.8540 3.7136 0.093
C -7.4596 0.0527 -2.9527 -0.065
O -6.2707 0.7519 -2.5915 -0.183
C -5.2506 0.0110 -2.1506 -0.271
C -4.3951 -0.7535 -3.1595 -0.173
O -3.4926 0.1137 -3.8354 -0.214
C -3.1990 -0.2337 -5.1591 -0.106
H -7.6849 -0.6890 -2.1472 0.100
H -7.2969 -0.4805 -3.8687 0.073
H -8.2606 0.7708 -3.0934 0.089
H -5.5782 -0.7297 -1.3802 0.124
H -4.6531 0.7626 -1.6315 0.117
H -4.9862 -1.3509 -3.8705 0.130
H -3.7443 -1.3711 -2.5246 0.115
H -2.2644 0.3247 -5.4123 0.094
H -4.0276 0.1041 -5.7758 0.086
H -3.0544 -1.3216 -5.2733 0.094
C 2.2820 3.3166 -2.1214 -0.117
O 1.2152 2.8573 -2.8880 -0.172
C 0.4092 1.8248 -2.3383 -0.223
C -0.5573 1.3547 -3.3388 -0.211
O 0.1060 0.8982 -4.5160 -0.182
C 0.5242 -0.4415 -4.4745 -0.092
H 2.5807 4.2763 -2.5602 0.100
H 3.1163 2.6050 -2.0421 0.084
H 1.9288 3.5672 -1.1307 0.070
H -0.1073 2.1190 -1.4032 0.120
H 1.0610 0.9514 -2.0603 0.121
H -1.2437 2.1441 -3.6958 0.124
H -1.1115 0.4953 -2.8627 0.135
H 1.0486 -0.5888 -5.4088 0.082
H -0.3483 -1.0954 -4.4775 0.086
H 1.0887 -0.6452 -3.5948 0.064
C 6.3054 -3.2277 -1.4913 -0.071
O 5.1920 -4.1038 -1.2361 -0.191
C 5.5865 -5.2402 -0.5144 -0.234
C 4.3877 -6.0980 -0.4742 -0.195
O 3.2621 -5.3965 0.0770 -0.226
C 2.1367 -6.2438 0.3915 -0.078
H 6.1675 -3.0096 -2.5511 0.090
H 7.2870 -3.6798 -1.2901 0.097
H 6.2424 -2.3294 -0.8712 0.079
H 5.9031 -4.9314 0.4618 0.122
H 6.3383 -5.8542 -0.9552 0.124
H 4.5401 -6.9968 0.1064 0.123
H 4.2050 -6.3300 -1.5284 0.133
H 2.5164 -7.1180 0.9334 0.088
H 1.6321 -6.5923 -0.5146 0.086
H 1.4584 -5.6768 1.0208 0.067
C 9.1971 -0.6719 -1.5107 -0.106
O 8.1275 -1.1911 -2.2422 -0.203
C 7.9965 -0.7270 -3.5332 -0.198
C 7.0539 0.5241 -3.6827 -0.201
O 7.5320 1.5588 -2.8631 -0.207
C 6.8867 2.8439 -3.0696 -0.069
H 8.9514 0.2925 -1.1109 0.069
H 10.1887 -0.5367 -1.9978 0.100
H 9.3200 -1.3473 -0.6278 0.091
H 7.4098 -1.4535 -4.1061 0.117
H 8.9987 -0.5146 -3.9583 0.131
H 6.0545 0.1505 -3.4485 0.110
H 6.9564 0.8799 -4.7305 0.124
H 6.9937 3.0760 -4.1250 0.084
H 7.4668 3.5538 -2.4995 0.089
H 5.8048 2.8733 -2.8149 0.077
C 4.6836 1.1250 4.8163 -0.101
O 3.5706 1.3851 3.9835 -0.211
C 2.2878 1.3984 4.6608 -0.157
C 1.2577 2.0117 3.6966 -0.201
O 0.7146 1.1467 2.7177 -0.194
C 1.5466 1.0075 1.5891 -0.078
H 5.0458 1.9982 5.3899 0.092
H 5.4234 0.8436 4.0592 0.073
H 4.4574 0.3109 5.5123 0.091
H 2.3233 2.0621 5.5377 0.129
H 1.8643 0.4220 4.9128 0.113
H 1.6682 2.9077 3.2091 0.127
H 0.3683 2.3722 4.2168 0.116
H 0.9982 0.4270 0.8450 0.068
H 2.4996 0.5431 1.8177 0.077
H 1.8630 1.9952 1.2056 0.088
C -5.8858 4.8815 5.8334 -0.149
O -5.2563 4.2935 4.7637 -0.175
C -3.8863 4.6911 4.6479 -0.190
C -3.2560 3.9944 3.4910 -0.222
O -2.8543 2.7061 3.8875 -0.195
C -2.3084 1.9680 2.8279 -0.114
H -5.5238 4.6421 6.8479 0.097
H -6.9427 4.6954 5.7785 0.072
H -5.8852 5.9686 5.7290 0.087
H -3.3124 4.5302 5.5785 0.138
H -3.8878 5.7672 4.3879 0.129
H -2.4028 4.6513 3.1092 0.149
H -3.9336 3.8713 2.6412 0.118
H -2.0435 0.9933 3.2835 0.075
H -1.3756 2.4524 2.5157 0.085
H -3.0352 1.8708 1.9924 0.096
C -2.6283 3.4925 -1.9286 -0.143
O -3.4987 4.3274 -1.2770 -0.179
C -4.8510 3.8892 -1.2740 -0.213
C -5.7773 4.9867 -0.9770 -0.207
O -5.8819 5.5107 0.3517 -0.200
C -4.9898 6.5850 0.5790 -0.103
H -3.0404 3.2828 -2.9384 0.100
H -2.4098 2.5475 -1.4451 0.076
H -1.7032 4.0685 -2.0347 0.102
H -4.9824 3.0266 -0.5565 0.138
H -5.0865 3.4875 -2.2734 0.129
H -6.8000 4.6270 -1.1727 0.135
H -5.5049 5.7977 -1.6590 0.127
H -4.0596 6.0059 0.6356 0.078
H -5.2001 7.0989 1.5207 0.086
H -4.9115 7.2949 -0.2767 0.096
C -10.7556 4.4256 3.4514 -0.130
O -9.7584 3.9875 2.5549 -0.194
C -8.4163 3.9652 3.0953 -0.161
C -7.5381 3.0762 2.2381 -0.235
O -7.7371 1.7392 2.5013 -0.177
C -7.0657 0.8619 1.5676 -0.052
H -10.5661 5.4751 3.7831 0.093
H -10.8344 3.8495 4.3577 0.067
H -11.7288 4.2522 2.9171 0.102
H -8.5306 3.5696 4.0584 0.100
H -8.0481 4.9651 3.0610 0.119
H -6.4757 3.2544 2.4441 0.112
H -7.7209 3.3377 1.1724 0.131
H -7.2882 -0.1509 1.8237 0.056
H -5.9815 1.0895 1.6856 0.092
H -7.3437 1.1724 0.5775 0.079
C 5.2187 0.4110 -10.5209 -0.105
O 4.3748 0.9199 -9.5188 -0.188
C 4.8199 0.5542 -8.2268 -0.200
C 3.8284 1.2269 -7.2974 -0.217
O 4.5026 1.3746 -6.0901 -0.209
C 3.7190 1.9637 -5.0942 -0.099
H 6.1847 0.8753 -10.3725 0.086
H 4.7179 0.6319 -11.4503 0.086
H 5.2581 -0.6748 -10.4077 0.088
H 5.8157 0.9299 -7.9799 0.129
H 4.8478 -0.5124 -8.0393 0.115
H 2.9424 0.6323 -7.1725 0.106
H 3.4958 2.2090 -7.7195 0.146
H 4.3142 1.8603 -4.1747 0.062
H 2.7524 1.4516 -5.0328 0.083
H 3.5879 3.0555 -5.2548 0.107
C -4.9615 -1.0719 3.4824 -0.084
O -5.2623 -1.7075 2.2125 -0.224
C -6.0553 -2.9037 2.2634 -0.175
C -7.4242 -2.8770 2.9930 -0.177
O -7.8592 -4.2222 2.7439 -0.208
C -9.2584 -4.4076 2.8271 -0.106
H -5.8866 -0.5211 3.7721 0.095
H -4.0895 -0.4045 3.3195 0.068
H -4.7216 -1.7979 4.2558 0.083
H -5.4230 -3.7082 2.6472 0.125
H -6.2941 -3.1669 1.2736 0.098
H -8.0607 -2.1393 2.4826 0.118
H -7.3714 -2.7296 4.0875 0.131
H -9.6820 -4.1203 3.7543 0.068
H -9.4100 -5.5008 2.7744 0.098
H -9.7290 -3.8617 2.0002 0.093
C -2.1795 -1.3321 1.1532 -0.075
O -0.8370 -1.7418 1.0168 -0.182
C -0.2781 -1.5078 -0.2460 -0.212
C 1.1690 -1.9468 -0.1654 -0.170
O 1.7984 -1.3045 -1.2740 -0.202
C 3.1870 -1.1553 -1.1711 -0.094
H -2.5256 -1.4534 2.1908 0.066
H -2.7697 -1.8783 0.4184 0.086
H -2.2683 -0.3106 0.8280 0.080
H -0.2203 -0.4519 -0.4919 0.104
H -0.8555 -1.9928 -1.0459 0.114
H 1.2238 -2.9974 -0.2602 0.100
H 1.5647 -1.5877 0.7639 0.107
H 3.6264 -0.5424 -0.3549 0.085
H 3.4438 -0.6441 -2.0975 0.089
H 3.7857 -2.0788 -1.1293 0.074
C -2.0391 -4.9079 1.9197 -0.039
C -2.0395 -4.8136 0.4075 -0.167
O -3.4271 -4.9717 -0.0616 0.049
C -3.5741 -4.5176 -1.2904 -0.444
O -2.7345 -4.0801 -1.9833 0.169
C -5.0282 -4.6455 -1.7483 -0.502
F -5.6434 -3.4886 -1.4854 0.162
F -4.9756 -4.9699 -3.0870 0.131
F -5.7591 -5.5930 -1.1563 0.171
H -2.3228 -5.9410 2.2557 0.100
H -2.6943 -4.2168 2.4303 0.063
H -0.9931 -4.6881 2.1963 0.073
H -1.5760 -5.6439 -0.0973 0.125
H -1.6400 -3.8608 0.0811 0.089
C 0.3092 -3.9335 -2.8992 -0.043
C 1.8293 -4.1440 -2.8321 -0.136
O 2.5179 -3.1777 -3.7030 0.023
C 2.4354 -3.4243 -5.0019 -0.423
O 1.9242 -4.3502 -5.5236 0.183
C 3.2215 -2.4329 -5.9041 -0.520
F 2.4407 -2.0311 -6.9469 0.132
F 3.7434 -1.3713 -5.3017 0.171
F 4.2195 -3.1155 -6.4852 0.156
H 0.0271 -2.9128 -2.5896 0.060
H -0.1589 -4.6033 -2.1777 0.064
H -0.1787 -4.1504 -3.8460 0.086
H 2.1466 -5.1037 -3.1649 0.113
H 2.2095 -3.8579 -1.8097 0.109
C 3.3867 -4.1258 2.9534 -0.067
C 3.9680 -2.8471 2.3757 -0.156
O 5.3611 -2.8387 2.8758 0.051
C 6.0432 -1.7766 2.4713 -0.456
O 5.6323 -0.9567 1.7715 0.189
C 7.4853 -1.7181 2.9739 -0.541
F 7.8119 -2.7813 3.7364 0.159
F 8.2919 -1.7033 1.8986 0.162
F 7.6332 -0.6217 3.6896 0.187
H 2.3214 -4.2790 2.7267 0.064
H 3.4641 -4.2516 4.0430 0.089
H 3.9188 -4.9890 2.5119 0.078
H 3.3880 -2.0262 2.7756 0.106
H 3.9089 -2.8670 1.2831 0.114
C -2.3937 0.0788 7.4123 -0.050
C -1.9685 -0.0152 5.9583 -0.180
O -0.8245 -0.9340 5.8467 0.016
C -0.9107 -1.9143 4.9169 -0.366
O -1.7998 -2.2814 4.2560 0.176
C 0.4729 -2.7187 4.9719 -0.509
F 1.4452 -2.0915 4.3474 0.177
F 0.8304 -2.9812 6.2621 0.146
F 0.2456 -3.8717 4.3233 0.140
H -2.6208 -0.9158 7.7458 0.074
H -3.3015 0.6704 7.4856 0.083
H -1.5872 0.4619 8.0403 0.084
H -1.6729 0.9553 5.5076 0.115
H -2.8273 -0.3733 5.3367 0.111
```

=====

Record 3
Density functional theory data (the ωB97M-V functional and the def2-TZVPD basis) for a molecular structure, C4H4ClN4P at a distorted geometry.

Results
Total charge: 0
HOMO level (eV): -6.495
E (eV): -31981.6992
LUMO (Ha): -0.02613
Gap between HOMO and LUMO (Ha): 0.21254

The geometry in XYZ format:
```
14
Properties=species:S:1:pos:R:3:lowdin_charge:R:1
Cl -1.6773 2.1279 -3.3754 0.019
N 1.2461 -1.3886 1.6261 0.065
N -0.9773 -0.6420 1.4292 0.121
C -0.0495 -1.3420 2.0447 -0.195
C 1.6088 -0.6729 0.5375 -0.078
C -0.5912 0.0779 0.3770 -0.395
C 0.7033 0.0994 -0.1749 -0.285
N -1.5740 0.7995 -0.2825 -0.076
N 0.8137 0.8690 -1.3701 -0.106
P -0.8177 1.2758 -1.7396 0.486
H -0.3393 -1.8770 2.9573 0.112
H 2.6566 -0.6184 0.2251 0.117
H -2.5459 0.5281 -0.1925 0.115
H 1.5438 0.7635 -2.0620 0.101
```

=====

Record 4
Density functional theory data (the ωB97M-V functional and the def2-TZVPD basis) for 3 unconnected molecules or ions with the total composition C2H12N2O2 at a distorted geometry.

Results
2S+1: 2
<S²>: 0.75
Total charge: -1
HOMO level (spin up / spin down) (eV): 1.153 / -5.983
E (eV): -9341.7476
LUMO (spin up / spin down) (Ha): 0.10114 / 0.10103
Gap between HOMO and LUMO (spin up / spin down) (Ha): 0.05877 / 0.32092

The geometry in XYZ format:
```
18
Properties=species:S:1:pos:R:3:lowdin_charge:R:1
C -0.9630 0.3400 1.1215 -0.232
N 0.2227 1.1602 0.7635 -0.133
C 0.2829 1.2761 -0.6850 -0.470
N -0.9452 1.8492 -1.2947 -0.021
H -1.8015 1.0237 1.2556 0.051
H -1.2722 -0.4120 0.4014 0.056
H -0.8367 -0.0214 2.1560 0.059
H 1.0249 0.5814 1.0162 0.022
H 0.2950 0.2287 -1.0630 0.084
H 1.1727 1.7583 -1.0850 0.068
H -1.1483 2.6709 -0.7335 0.050
H -0.8354 2.1327 -2.2568 0.040
H -5.6721 -4.5867 -1.4218 0.016
H -4.4843 -4.1900 -0.7357 0.026
O -4.7735 -4.3208 -1.6537 -0.116
H 6.8416 0.8889 1.4252 -0.037
H 5.9966 -0.3144 1.5365 -0.072
O 6.8959 -0.0648 1.2534 -0.390
```

=====

Record 5
Density functional theory data (the ωB97M-V functional and the def2-TZVPD basis) for 2 unconnected molecules or ions with the total composition C5H11NO at a distorted geometry.

Results
2S+1: 3
<S²>: 2.01
Total charge: 0
HOMO level (spin up / spin down) (eV): -4.746 / -9.077
E (eV): -8892.9297
LUMO (spin up / spin down) (Ha): 0.03773 / -0.04265
Gap between HOMO and LUMO (spin up / spin down) (Ha): 0.21213 / 0.29092

The geometry in XYZ format:
```
18
Properties=species:S:1:pos:R:3:lowdin_charge:R:1
C 1.4556 0.1647 0.2665 -0.213
C 2.8958 0.2472 -0.0945 -0.097
C -1.9985 -0.4957 -1.0917 -0.118
C -1.4551 0.4881 1.2787 -0.139
C -1.2963 -0.4306 0.1648 -0.279
N 0.5396 -0.1077 -0.5509 -0.226
O 0.6851 -0.4351 -1.7097 0.018
H 1.1835 0.5047 1.3898 0.146
H 3.3755 1.2102 0.3249 0.108
H 3.1167 0.2323 -1.0930 0.020
H 3.3157 -0.7566 0.1914 0.091
H -1.1564 -0.5585 -1.9127 0.101
H -2.7157 -1.2976 -1.3579 0.088
H -2.4908 0.4643 -1.2613 0.079
H -1.0189 1.5593 1.0691 0.123
H -0.9225 0.2610 2.2025 0.060
H -2.5050 0.4480 1.5902 0.085
H -1.0082 -1.4980 0.5939 0.154
```